Record 1
C14H35Cl2FNO4PSi2 as an isolated structure. Source: the OMol25 dataset; level of theory: wB97M-V/def2-TZVPD.

Properties
Spin multiplicity = 1
Max |F| = 0.46 eV/A
Electronic energy = -77576.91599 eV
Net charge = 0
HOMO-LUMO gap = 8.959 eV

Positions of all 60 atoms, in Å:
C (3.207, -2.670, 2.074)
C (3.891, -2.135, 0.811)
C (3.357, -0.773, 0.354)
N (2.296, -0.905, -0.647)
Si (1.127, 0.350, -0.938)
C (1.668, 1.633, -2.187)
C (3.127, 2.064, -2.089)
C (4.062, 1.163, -2.892)
O (3.198, 3.411, -2.578)
O (-0.189, -0.394, -1.606)
Si (-1.316, -1.351, -0.897)
C (-0.566, -2.686, 0.158)
C (0.159, -3.747, -0.646)
F (0.051, -4.998, -0.019)
O (-2.263, -0.399, 0.032)
C (-3.676, -0.370, 0.043)
C (-4.212, 1.014, -0.422)
C (-4.781, 0.999, -1.840)
O (-3.199, 2.005, -0.411)
P (0.490, 1.523, 0.861)
C (2.008, 2.482, 1.294)
C (0.360, 0.377, 2.296)
H (3.138, -3.758, 2.072)
H (3.754, -2.388, 2.974)
H (2.189, -2.283, 2.160)
H (4.970, -2.065, 0.969)
H (3.742, -2.846, -0.009)
H (4.188, -0.149, -0.008)
H (2.925, -0.248, 1.210)
H (2.687, -1.283, -1.505)
H (1.033, 2.512, -2.032)
H (1.452, 1.267, -3.198)
H (3.450, 2.083, -1.040)
H (3.710, 0.130, -2.916)
H (4.082, 1.529, -3.920)
H (5.083, 1.167, -2.505)
H (4.070, 3.780, -2.360)
H (-2.117, -1.984, -1.970)
H (-1.406, -3.169, 0.672)
H (0.097, -2.284, 0.928)
H (1.223, -3.518, -0.718)
H (-0.245, -3.873, -1.655)
H (-4.012, -0.583, 1.062)
H (-4.091, -1.153, -0.605)
H (-4.991, 1.290, 0.295)
H (-5.871, 1.045, -1.833)
H (-4.492, 0.102, -2.392)
H (-4.407, 1.867, -2.381)
H (-2.791, 2.062, 0.469)
H (2.082, 3.334, 0.615)
H (1.868, 2.869, 2.305)
H (2.947, 1.927, 1.270)
H (0.087, 0.978, 3.166)
H (-0.457, -0.324, 2.112)
H (1.265, -0.184, 2.539)
C (-6.873, 1.612, 3.176)
Cl (-7.603, 0.317, 2.220)
Cl (-5.107, 1.593, 3.083)
H (-7.221, 2.560, 2.786)
H (-7.159, 1.478, 4.212)


Record 2
A 9-piece molecular cluster, C20H36Cl16O2S overall. Source: the OMol25 dataset; level of theory: wB97M-V/def2-TZVPD.

Properties
Energy relative to the best compared isomer or geometry (same formula, charge and spin) = 98.3 kJ/mol
Spin multiplicity = 1
Max |F| = 8.34 eV/A
Electronic energy = -236610.61242 eV
Net charge = 0
HOMO-LUMO gap = 9.395 eV

Positions of all 75 atoms, in Å:
C (-4.147, -0.561, -1.893)
C (-5.070, -0.198, -1.170)
C (-6.106, 0.267, -0.071)
S (-5.354, -0.129, 1.598)
C (-4.907, -1.959, 1.427)
O (-3.899, -2.444, 1.958)
O (-5.715, -2.693, 0.696)
H (-3.254, -1.159, -2.236)
H (-6.303, 1.377, -0.164)
H (-7.087, -0.306, -0.176)
H (-4.180, 0.592, 1.771)
Cl (-1.167, -1.020, 0.159)
C (-0.011, -2.173, 0.873)
C (0.250, -1.885, 2.334)
Cl (1.159, -0.368, 2.568)
H (0.906, -2.138, 0.287)
H (-0.447, -3.167, 0.763)
H (0.852, -2.685, 2.768)
H (-0.680, -1.814, 2.901)
Cl (-9.143, 0.076, -1.279)
C (-10.106, -1.285, -0.645)
C (-10.903, -1.975, -1.731)
Cl (-12.218, -0.947, -2.354)
H (-10.752, -0.903, 0.146)
H (-9.402, -1.990, -0.199)
H (-11.369, -2.877, -1.331)
H (-10.271, -2.262, -2.571)
Cl (5.431, -4.366, -1.290)
C (4.266, -3.082, -1.697)
C (3.817, -2.311, -0.475)
Cl (2.801, -3.299, 0.607)
H (3.423, -3.541, -2.213)
H (4.767, -2.410, -2.395)
H (3.213, -1.453, -0.779)
H (4.665, -1.941, 0.102)
Cl (5.381, 2.413, 2.762)
C (4.740, 1.219, 3.918)
C (5.487, -0.095, 3.857)
Cl (5.188, -0.970, 2.335)
H (3.677, 1.087, 3.712)
H (4.842, 1.657, 4.913)
H (5.155, -0.747, 4.667)
H (6.563, 0.050, 3.957)
Cl (2.418, 4.129, 2.329)
C (3.345, 5.146, 1.202)
C (3.493, 6.565, 1.703)
Cl (1.944, 7.448, 1.692)
H (2.850, 5.112, 0.233)
H (4.329, 4.685, 1.097)
H (4.176, 7.117, 1.055)
H (3.890, 6.593, 2.718)
Cl (2.836, -5.486, -4.000)
C (2.230, -6.681, -2.825)
C (2.990, -7.987, -2.896)
Cl (2.669, -8.871, -4.409)
H (1.165, -6.825, -3.009)
H (2.347, -6.237, -1.834)
H (2.682, -8.639, -2.077)
H (4.066, -7.829, -2.818)
Cl (2.283, 3.939, -1.869)
C (3.109, 4.876, -3.139)
C (4.578, 4.527, -3.242)
Cl (5.501, 5.077, -1.821)
H (2.963, 5.936, -2.927)
H (2.607, 4.645, -4.080)
H (5.015, 5.018, -4.113)
H (4.728, 3.452, -3.348)
Cl (-0.130, 4.197, -0.059)
C (-1.310, 4.071, 1.266)
C (-1.782, 2.648, 1.471)
Cl (-2.793, 2.069, 0.120)
H (-2.140, 4.743, 1.046)
H (-0.811, 4.430, 2.168)
H (-2.395, 2.588, 2.372)
H (-0.943, 1.960, 1.584)